A structure of composition C16H19BBaN6S at a distorted geometry, computed with ωB97M-V/def2-TZVPD.

LUMO level (spin up / spin down) (eV): -11.15 / -10.84
M (g mol⁻¹): 475.58
Charge: +2

Geometry as XYZ:
```
44
Properties=species:S:1:pos:R:3:forces:R:3
C 2.980402 -0.120033 -0.527719 -0.9 0.1 -1.4
N 1.735997 -0.120191 -1.058079 1.2 0.7 0.6
N 1.854311 0.226049 -2.395288 1.1 -0.4 0.9
C 3.162358 0.370824 -2.698133 -0.9 -0.1 0.5
C 3.913874 0.146583 -1.542904 0.2 0.1 0.4
B 0.617850 0.329723 -3.344898 -0.5 0.1 0.4
N -0.335815 -0.821252 -2.883982 -0.1 -0.8 1.1
N -0.534595 -1.227533 -1.562837 -1.1 -0.3 -0.4
C -1.439687 -2.235875 -1.601945 1.0 0.8 -1.3
C -1.751242 -2.536683 -2.940938 -0.3 0.0 0.1
C -1.043801 -1.618500 -3.708329 0.0 0.0 0.8
Ba 0.697531 -1.675894 0.871167 1.9 0.4 -2.2
N -0.066052 1.721293 -3.209384 -0.3 0.6 0.1
N -0.535049 2.097923 -1.972994 -0.2 0.3 0.5
C -1.011413 3.336739 -2.084298 0.4 -0.3 -0.9
C -0.871737 3.787170 -3.422637 0.0 -0.4 0.9
C -0.273740 2.720699 -4.098844 0.4 -0.8 0.4
H -1.437481 3.894342 -1.252292 0.2 -0.4 -0.2
H 0.023131 2.625406 -5.132572 0.0 0.0 0.1
H -1.163972 4.738162 -3.804309 -0.1 0.3 -0.3
H 0.924131 0.200728 -4.492403 0.1 -0.2 0.1
H -0.984341 -1.468491 -4.779048 -0.1 -0.1 0.2
H 3.473021 0.610224 -3.705318 0.0 0.0 0.1
H -2.418707 -3.303156 -3.292737 0.0 0.0 -0.1
H 4.982065 0.159503 -1.437321 0.1 0.1 -0.1
H -1.830846 -2.671532 -0.677152 0.1 0.0 -0.4
H 3.114164 -0.273335 0.553864 0.2 0.1 -0.6
H -1.560077 -0.865965 0.999722 -0.6 -0.5 0.8
C -1.812666 -1.533967 1.870185 -1.2 -0.2 -0.2
H -2.856280 -1.866597 1.715551 0.5 0.3 0.1
H -1.204906 -2.468995 1.937524 -1.1 0.6 0.3
H -1.764065 -0.978880 2.816076 0.1 -0.2 -0.3
S 1.100810 1.148609 2.279438 -0.2 -0.2 1.0
C 0.497748 0.503113 3.744491 0.6 0.6 -0.4
C 0.936249 -0.740721 4.293671 -0.4 -0.8 0.2
C 0.131278 -1.402303 5.218766 0.8 -0.1 -0.5
C -1.027405 -0.792210 5.727054 0.0 0.7 -0.6
C -1.340255 0.527151 5.347240 0.1 0.2 0.0
C -0.562790 1.189596 4.406112 -0.6 0.1 0.2
H 1.909666 -1.148969 3.984092 -0.5 0.0 0.0
H 0.402753 -2.405172 5.549606 0.0 0.3 0.1
H -1.674242 -1.322078 6.412346 0.1 0.0 0.1
H -2.196469 1.037843 5.788818 0.3 -0.2 -0.1
H -0.759713 2.226667 4.110619 -0.1 -0.5 0.1
```
Forces are in eV/Å.

---

A structure of composition C22H45HoN2OP3Se at a distorted geometry, computed with ωB97M-V/def2-TZVPD.

LUMO level (spin up / spin down) (eV): -8.12 / -11.87
Expectation value of S²: 6.14
M (g mol⁻¹): 690.43
Charge: +3
Spin multiplicity: 5

Geometry as XYZ:
```
75
Properties=species:S:1:pos:R:3:forces:R:3
Ho 0.232925 -0.006511 0.708132 0.0 -0.6 0.8
P 0.615446 -2.346729 -0.697730 0.3 -1.0 -0.5
P 2.872370 -0.178021 1.485684 1.2 -0.3 0.5
P -2.267586 0.332189 -0.268347 -1.7 0.2 -0.5
H 1.905112 2.551666 -0.026117 -0.4 -0.4 0.2
C 0.829852 2.454825 0.175123 -0.4 1.3 1.8
C 0.329448 2.375081 1.464864 0.8 1.9 -1.6
H 0.986798 2.370689 2.342602 -0.1 -0.3 -0.4
C 1.306032 -2.025992 -2.355425 -0.1 0.0 -0.2
C 1.759761 -3.612997 -0.056843 -0.1 -0.1 0.1
C -0.898661 -3.328654 -1.034912 0.1 -0.1 0.0
C 3.568482 1.278775 2.342547 0.1 0.1 -0.1
C 3.468468 -1.522003 2.568038 0.1 -0.2 0.0
C 3.996617 -0.313859 0.051826 0.1 0.1 0.0
C -3.011566 1.975978 0.046243 0.0 0.1 -0.1
C -3.660815 -0.788690 0.082283 -0.1 -0.1 0.0
C -2.234683 0.326701 -2.094126 0.0 0.0 -0.2
H 0.187648 2.718221 -0.678031 0.1 -0.3 0.4
H -0.724725 2.583655 1.688139 0.2 -0.4 -0.2
H 1.458296 -2.964213 -2.906778 0.0 0.2 0.1
H 2.249124 -1.463828 -2.308673 -0.2 -0.2 0.1
H 0.552448 -1.407368 -2.851040 0.4 -0.2 0.3
H 1.635169 -4.518676 -0.664484 0.2 0.1 0.2
H 1.497077 -3.828485 0.986822 0.2 -0.1 -0.2
H 2.802184 -3.272885 -0.113327 -0.3 -0.1 0.1
H -0.599086 -4.297793 -1.456962 -0.2 0.2 0.1
H -1.580313 -2.822732 -1.733942 0.2 -0.1 0.2
H -1.428346 -3.500895 -0.086147 0.1 0.0 -0.3
H 4.661154 1.234995 2.254237 -0.2 0.2 0.2
H 3.285408 1.280081 3.401694 0.1 0.0 -0.3
H 3.198068 2.202761 1.884577 0.3 -0.1 0.1
H 4.567547 -1.523227 2.552842 -0.3 -0.1 0.1
H 3.095093 -2.493394 2.221721 0.1 0.2 0.1
H 3.119025 -1.367542 3.597207 0.1 -0.1 -0.4
H 5.027488 -0.204309 0.411806 -0.1 -0.1 -0.3
H 3.769770 0.491036 -0.659569 0.2 -0.2 0.1
H 3.868285 -1.281527 -0.449964 0.1 0.2 0.1
H -3.837379 2.135269 -0.660763 0.1 0.1 0.3
H -2.259565 2.765281 -0.088358 -0.3 -0.1 0.0
H -3.390361 2.021706 1.075762 0.1 0.1 -0.3
H -4.516042 -0.518011 -0.554805 0.2 -0.1 0.2
H -3.947847 -0.702195 1.139546 0.1 -0.1 -0.4
H -3.364741 -1.827631 -0.120760 -0.2 0.3 0.1
H -3.216315 0.624157 -2.487527 0.2 -0.1 0.0
H -1.967536 -0.658904 -2.499505 -0.1 0.3 0.2
H -1.479644 1.047367 -2.434429 -0.1 -0.2 0.1
C -0.627585 0.326080 -5.428282 1.1 -2.0 1.4
C 0.003673 0.148180 -6.674488 0.5 1.0 -1.4
C 0.053313 1.241799 -7.537745 0.5 -1.9 0.1
C -0.491979 2.476383 -7.155092 0.1 0.5 -0.3
C -1.248294 2.573441 -5.984970 -0.8 -0.9 1.5
C -1.398332 1.454413 -5.161938 -0.7 2.2 -0.3
O -0.393814 -0.555163 -4.397692 -0.3 1.5 -2.3
H 0.370606 -1.121908 -4.637030 -0.5 0.0 -0.1
H 0.464638 -0.808686 -6.915989 0.0 0.2 -0.1
H 0.545415 1.140385 -8.506168 -0.1 0.0 0.3
H -0.338106 3.356274 -7.782862 -0.1 -0.3 0.1
H -1.721140 3.509849 -5.700615 0.0 -0.2 -0.2
H -2.047609 1.461533 -4.294937 0.2 0.2 -0.1
C 1.407211 -0.132601 5.354705 0.5 -0.1 0.1
N 0.059198 0.339116 5.148309 -0.8 -0.2 -0.8
C -0.590078 1.272370 5.938422 -0.2 -0.3 -0.3
C -1.870071 1.347170 5.504715 0.3 -0.4 -0.2
N -1.990622 0.453490 4.452522 1.0 -0.2 -0.2
C -3.223212 0.129623 3.774042 -0.6 -0.1 -0.2
C -0.792106 -0.154520 4.201282 -0.5 1.0 1.4
Se -0.449337 -1.499130 2.949073 -0.1 -0.3 0.5
H 1.708741 0.150088 6.365845 0.0 -0.2 -0.2
H 2.097611 0.320405 4.635618 -0.2 -0.1 0.2
H 1.434831 -1.220110 5.234263 0.0 0.2 0.1
H -0.094195 1.761673 6.752278 0.1 0.1 0.1
H -2.712664 1.913741 5.859962 0.0 0.0 0.0
H -4.046466 0.184896 4.494815 0.2 0.0 -0.2
H -3.423852 0.824215 2.946985 0.1 -0.1 0.3
H -3.145631 -0.886366 3.371864 -0.1 0.2 0.2
```
Forces are in eV/Å.

---

A structure of composition C18H36BClNO20S2 at a distorted geometry, computed with ωB97M-V/def2-TZVPD.

LUMO level (eV): 1.81
M (g mol⁻¹): 696.87
Charge: -1

Geometry as XYZ:
```
79
Properties=species:S:1:pos:R:3:forces:R:3
O -0.585626 -0.409772 -4.759194 1.4 1.0 0.2
C 0.324753 0.358644 -4.708230 -1.5 -1.3 -0.2
Cl 1.923986 -0.233200 -4.044810 -0.1 0.2 0.0
C 0.389021 1.792878 -5.128671 0.2 -0.4 0.3
S -0.979575 2.414385 -6.124750 -0.4 0.3 -1.5
O -0.644266 2.001728 -7.460911 0.1 -0.9 -0.2
O -0.957565 3.839673 -5.965582 0.0 0.4 0.7
N -2.331536 1.673336 -5.711487 0.3 1.0 0.7
S -3.035570 2.219903 -4.392431 0.4 -1.4 0.0
O -2.225126 3.044336 -3.555822 0.1 0.8 0.0
O -3.634344 1.107973 -3.689777 -0.5 -0.5 0.1
O -4.310468 3.053838 -4.883778 0.2 0.2 -0.1
B -5.510410 2.317266 -4.787390 -0.1 0.1 0.3
O -5.786757 1.209004 -5.520017 0.1 0.1 -0.5
O -6.448208 2.829584 -3.930181 0.0 -0.3 0.1
H 1.266332 1.893828 -5.750102 0.2 0.1 -0.3
H 0.569468 2.405737 -4.257027 -0.3 0.2 0.3
H -5.767834 0.445401 -4.944303 -0.2 -0.4 0.1
H -5.964053 3.356294 -3.293276 -0.1 0.5 0.2
C -9.846914 -0.048051 -1.138616 0.1 -0.2 0.1
C -8.738254 0.957226 -1.368805 -0.4 0.2 -0.2
O -7.503356 0.521000 -0.787025 0.0 0.1 0.1
C -6.833338 -0.381319 -1.501802 0.1 0.2 0.1
O -7.169940 -0.836820 -2.559826 -0.1 -0.1 -0.3
O -5.722738 -0.689569 -0.837795 0.1 -0.2 0.0
C -4.934607 -1.695738 -1.483612 0.3 -0.1 -0.2
H -9.939279 -0.277409 -0.075855 -0.1 0.1 0.0
H -10.797601 0.344789 -1.499351 0.0 0.0 0.0
H -9.639563 -0.982132 -1.659238 0.0 0.0 -0.1
H -8.977449 1.898121 -0.876871 0.2 0.0 0.1
H -8.599285 1.167260 -2.428430 0.1 -0.1 0.0
H -4.740198 -1.421921 -2.517331 0.0 0.0 0.0
H -5.430401 -2.664484 -1.431727 -0.1 0.0 -0.1
H -3.990531 -1.755092 -0.952846 0.0 0.1 0.1
C -4.689651 0.957650 1.563732 0.1 0.4 0.3
C -3.350549 0.292882 1.351297 -0.4 -0.3 -0.1
O -2.268989 1.238464 1.398337 0.0 0.0 -0.1
C -1.881700 1.600493 2.611332 0.0 0.0 -0.2
O -2.325360 1.202641 3.655949 0.0 -0.1 0.2
O -0.893131 2.488618 2.480811 0.1 0.1 0.0
C -0.405737 3.009817 3.715733 0.2 0.1 0.1
H -4.824140 1.777370 0.858219 0.0 -0.1 -0.1
H -5.498570 0.246367 1.429507 0.0 -0.1 -0.1
H -4.757926 1.376615 2.568822 0.0 -0.1 0.0
H -3.309390 -0.147598 0.360716 0.2 0.2 -0.1
H -3.178806 -0.503574 2.076440 0.1 0.1 0.1
H -0.130801 2.208925 4.398737 -0.1 0.0 0.0
H -1.154300 3.653949 4.174591 0.0 -0.1 0.1
H 0.476313 3.597875 3.479181 0.0 0.0 -0.1
C 0.710146 -0.397175 1.358813 0.2 -0.2 0.1
C 1.605606 0.707556 0.842891 -0.5 0.1 -0.1
O 2.915740 0.647497 1.438018 0.0 0.2 0.1
C 3.728496 -0.257870 0.907177 -0.1 0.2 0.2
O 3.466803 -0.993621 -0.002502 0.1 -0.3 -0.2
O 4.890803 -0.210988 1.563841 0.2 0.0 0.1
C 5.844353 -1.180301 1.128300 0.2 -0.1 0.0
H 0.676527 -0.383347 2.449950 -0.1 0.1 0.0
H -0.300247 -0.274149 0.971568 0.0 0.1 0.0
H 1.080820 -1.375308 1.053483 0.0 0.0 -0.1
H 1.200924 1.677936 1.119391 0.1 0.0 0.1
H 1.685497 0.682761 -0.242805 0.1 -0.1 0.0
H 5.992840 -1.130489 0.052156 -0.1 0.0 0.0
H 5.523322 -2.179708 1.417488 0.0 0.0 -0.1
H 6.782938 -0.953676 1.626486 -0.1 0.1 0.1
C 10.668114 -5.356758 3.906957 -0.1 0.1 0.2
C 10.769378 -4.195905 2.941020 0.3 -0.3 -0.1
O 9.673410 -3.284534 3.096192 0.0 0.0 -0.2
C 9.776703 -2.437456 4.116268 -0.2 -0.1 -0.1
O 10.694964 -2.362303 4.886945 0.2 0.0 0.2
O 8.677738 -1.687806 4.138509 -0.1 0.1 0.0
C 8.615632 -0.763872 5.227295 -0.1 0.2 0.1
H 9.697375 -5.844593 3.814334 0.0 -0.1 -0.1
H 11.451377 -6.087612 3.706891 0.0 0.0 0.0
H 10.767953 -5.017040 4.937019 0.1 0.0 0.0
H 10.708018 -4.555190 1.915887 -0.2 0.1 0.0
H 11.715630 -3.667317 3.048430 -0.1 0.1 0.1
H 9.513359 -0.152445 5.273491 0.1 -0.1 0.0
H 8.473572 -1.297461 6.165425 0.1 0.0 0.0
H 7.756203 -0.126026 5.044546 -0.1 -0.1 -0.1
```
Forces are in eV/Å.

---

The ion C4H11N2 with charge +1 at a distorted geometry, computed with ωB97M-V/def2-TZVPD.

LUMO level (eV): -3.96
M (g mol⁻¹): 87.15
Charge: +1
SMILES: CCC/[NH+]=C\N

Geometry as XYZ:
```
17
Properties=species:S:1:pos:R:3:forces:R:3
C -1.072754 -0.845786 -1.729539 -0.3 -0.1 1.5
C -1.590930 -0.208149 -0.400116 -0.3 -0.8 -0.3
C -0.551366 0.605967 0.373880 -0.9 1.1 -0.3
N 0.387993 -0.318224 0.978936 2.3 0.0 -0.9
C 1.691359 -0.103198 1.087531 -1.9 1.0 1.7
N 2.164521 1.130061 1.043663 0.7 -0.4 -1.0
H 0.006486 -0.947720 -1.620272 0.1 0.1 -0.8
H -1.472566 -1.857046 -1.775806 0.0 0.0 -0.2
H -1.445919 -0.316549 -2.597902 0.6 0.2 -0.2
H -1.874065 -1.057831 0.231711 -0.2 0.3 0.2
H -2.517599 0.319732 -0.611800 0.1 0.4 0.3
H -0.908284 1.309994 1.139908 -0.6 -0.7 0.2
H -0.090532 1.349319 -0.290665 0.5 -0.7 -0.3
H 0.137659 -1.283607 1.047373 -0.5 -0.4 0.1
H 2.280089 -0.882281 1.554068 0.3 -0.1 -0.5
H 3.158215 1.256585 1.056716 0.4 0.0 0.2
H 1.697698 1.848731 0.512308 -0.4 0.1 0.2
```
Forces are in eV/Å.

---

The molecule C4H3NOS at a distorted geometry, computed with ωB97M-V/def2-TZVPD.

LUMO level (eV): -0.97
M (g mol⁻¹): 113.14
SMILES: C#C/C=N/OC=S

Geometry as XYZ:
```
10
Properties=species:S:1:pos:R:3:forces:R:3
C 4.045431 -0.410997 -0.759062 -1.7 -0.5 2.8
C 2.937293 -0.717844 -0.225805 4.1 0.6 -2.0
C 1.571656 -0.930556 0.229995 -2.4 1.0 -1.8
N 0.818317 0.083779 -0.121793 1.2 0.4 1.0
O -0.497868 -0.098877 0.315461 0.5 -3.1 0.6
C -1.389674 0.811256 0.240881 -3.6 3.7 -2.2
S -3.116923 0.479498 0.107277 4.1 0.6 0.7
H 5.181489 -0.069695 -0.867472 -3.4 -1.1 0.0
H 0.946032 -1.838503 0.539850 1.9 0.9 0.1
H -0.990255 1.929635 0.024005 -0.8 -2.7 0.7
```
Forces are in eV/Å.

---

The molecule C4H5FOS at a distorted geometry, computed with ωB97M-V/def2-TZVPD.

LUMO level (eV): -0.13
M (g mol⁻¹): 120.15
SMILES: C=COC(=S)CF

Geometry as XYZ:
```
12
Properties=species:S:1:pos:R:3:forces:R:3
C -2.292520 -0.078092 -0.640991 -0.7 -0.3 0.0
C -1.004187 0.055557 -0.538979 2.6 -1.2 -0.9
O -0.395812 0.846187 0.440355 -0.9 0.2 0.0
C 0.846567 0.653925 0.904572 -0.8 -1.0 -1.3
S 1.426233 1.575654 2.050474 0.5 0.8 1.2
C 1.673887 -0.444212 0.267118 1.3 1.3 -0.4
F 1.664700 -0.207187 -1.143410 0.7 -0.2 0.9
H -2.822667 -0.724653 -1.356666 0.6 0.6 0.4
H -2.800204 0.444827 0.118030 -1.3 0.5 0.6
H -0.270048 -0.450524 -1.176810 -0.7 0.3 0.2
H 1.248070 -1.443113 0.380725 0.3 0.0 0.4
H 2.725979 -0.228370 0.695582 -1.6 -1.1 -1.0
```
Forces are in eV/Å.